# 1
52
Properties=species:S:1:pos:R:3:forces:R:3 method="wB97M-V/def2-TZVPD" lumo_energy_ev=-1.7 mol_weight_da=378.27 max_force_ev_per_a=15.6 spin_multiplicity=1 total_energy_ha=-1442.079802 orbital_gap_ev=6.9
Li -28.423390 -1.538080 -3.218880 2.8 9.8 -5.7
C -29.853160 -3.506750 -1.274130 1.5 -0.3 -2.8
C -28.935600 -2.761960 -2.291740 -9.0 -2.2 3.5
O -27.961120 -2.092180 -1.916300 -13.0 -7.7 0.3
O -29.229450 -2.688170 -3.526160 4.4 -3.5 14.6
H -30.029250 -2.818740 -0.447240 -0.3 -0.5 -1.9
H -29.267240 -4.343950 -0.894800 0.3 -0.1 -0.3
H -30.775490 -3.993620 -1.590930 0.3 0.6 -0.8
C -26.217500 -4.283070 -2.256850 -0.1 0.3 2.4
O -26.106070 -3.897830 -1.082310 0.0 -2.3 -1.2
N -27.211000 -4.013080 -3.096810 0.0 -0.3 -0.7
N -25.331280 -5.064070 -2.775960 2.7 -3.0 -1.9
H -27.166320 -4.330690 -4.054530 -0.6 0.1 0.3
H -28.012030 -3.553240 -2.688140 3.9 -4.3 -2.4
H -24.791830 -5.640050 -2.145610 0.2 0.4 -0.1
H -25.634740 -5.536650 -3.615410 0.5 -0.2 0.1
C -31.904020 -0.387610 -2.258650 -1.1 1.0 -1.2
O -32.951980 -0.481690 -2.873850 -0.7 -0.1 -0.2
N -31.053230 0.645330 -2.316000 -3.3 2.5 -7.5
N -31.482660 -1.338500 -1.428600 -0.5 -3.8 0.7
H -30.391970 0.609850 -1.553390 -0.8 2.8 -4.2
H -31.438430 1.476910 -2.740490 -0.1 -0.3 -0.3
H -30.623790 -1.226960 -0.908990 -1.5 -0.5 -0.4
H -32.069020 -2.154040 -1.322870 0.0 0.3 -0.2
C -30.783640 -3.236440 1.788170 -3.4 1.1 1.6
O -31.296750 -4.290920 1.993720 -0.9 -3.2 1.0
N -31.360700 -2.079650 2.171120 -0.3 1.6 0.6
N -29.779530 -3.078410 1.027440 3.3 0.1 0.5
H -30.842050 -1.247610 1.928630 -0.6 0.2 0.6
H -32.007650 -2.105680 2.946290 0.2 0.2 -0.3
H -29.393000 -3.897770 0.580960 -0.2 0.6 1.7
H -29.338250 -2.201870 0.788540 0.2 -0.4 1.2
C -29.029160 0.436160 -0.286810 4.0 1.5 1.5
O -30.160430 0.223470 -0.634350 3.0 -3.1 11.2
N -28.736970 1.497810 0.412130 -0.4 2.8 2.1
N -27.953890 -0.225940 -0.638240 -0.6 0.7 0.2
H -29.530940 1.996190 0.788040 0.5 0.3 0.1
H -27.783750 1.769410 0.606390 -0.5 0.1 0.1
H -28.154960 -1.024680 -1.222780 0.0 2.1 1.9
H -27.040150 -0.014020 -0.263700 -0.1 -0.5 -0.4
O -27.562220 -2.805040 0.359290 0.3 0.4 2.0
H -27.560980 -3.742750 0.167120 0.6 0.0 0.1
H -27.885190 -2.395970 -0.443560 0.8 -0.5 1.0
O -30.824100 -4.182980 -3.760370 -2.1 -3.0 0.3
H -30.388190 -4.539450 -4.534420 -0.4 0.0 -0.2
H -30.342120 -3.380160 -3.561880 -2.0 -1.2 -0.4
O -26.251560 -1.590470 -1.540270 9.3 4.5 0.5
H -26.235940 -2.467970 -1.158180 0.8 -0.1 0.5
H -27.107860 -1.528200 -1.963470 7.6 3.4 -0.7
O -29.897990 -2.358890 -5.284910 -2.1 2.0 -8.2
H -29.527130 -2.534690 -4.420160 -2.5 1.4 -8.1
H -29.485740 -3.004720 -5.858650 -0.1 0.1 -0.7

---

# 2
40
Properties=species:S:1:pos:R:3:forces:R:3 method="wB97M-V/def2-TZVPD" lumo_energy_ev=0.1 relative_energy_kcal_mol=66.65 mol_weight_da=209.28 max_force_ev_per_a=4.4 smiles=CN[C@@H](C)C(C)C.O.O.O.O.O.O spin_multiplicity=1 total_energy_ha=-750.874408 orbital_gap_ev=9.2
C -0.378518 -2.042157 1.782302 2.0 -1.0 1.4
N -0.655656 -0.623030 1.638656 -0.8 -1.1 -2.6
C -1.780240 -0.470258 0.585602 2.4 0.6 0.9
C -3.076219 -0.956595 1.187472 -1.3 3.2 0.0
C -1.603865 1.015974 0.061330 -4.3 -0.1 -0.7
C -2.048038 1.115747 -1.437943 0.6 -1.5 0.3
C -2.592800 1.980016 0.794607 2.1 -1.2 1.4
H 0.604810 -2.165963 2.219452 0.7 0.5 0.5
H -0.148868 -2.716007 0.934215 -1.2 0.9 -0.4
H -0.941530 -2.544617 2.559916 -1.0 -0.4 -0.3
H -0.988925 -0.305592 2.536000 -0.2 0.3 0.1
H -1.486143 -1.102143 -0.286688 -0.1 0.1 0.8
H -3.355483 -0.427111 2.138906 0.9 -1.1 -0.2
H -3.894904 -0.539605 0.622289 -0.5 0.1 -0.9
H -3.273314 -1.980202 1.173708 0.3 -1.7 0.4
H -0.607512 1.221664 0.311879 1.3 0.6 0.0
H -2.148654 -0.011247 -1.637436 0.2 1.9 -1.2
H -3.017875 1.613699 -1.557667 0.2 -0.4 0.2
H -1.360248 1.700180 -2.081956 -0.4 -0.9 0.1
H -2.042501 2.948074 0.963622 -1.3 -0.9 0.3
H -2.842200 1.319342 1.639488 0.3 1.6 1.0
H -3.555308 2.022372 0.342516 -0.4 0.7 -0.9
O 2.395258 3.808558 0.992028 -0.2 0.5 0.1
H 2.219408 3.223487 1.744898 0.4 -0.2 -0.7
H 3.041822 3.402675 0.403480 -0.3 -0.3 0.5
O 2.718139 0.789790 1.435832 -0.1 2.3 1.5
H 2.188176 0.080105 1.113374 0.5 -1.0 -0.6
H 3.675093 0.882618 1.321823 -0.6 -1.4 -0.7
O 4.923307 0.303450 -0.262393 -1.0 1.1 -1.7
H 4.161069 -0.149290 -0.692421 0.7 -0.2 0.8
H 4.875509 1.140668 -0.798315 0.5 -0.9 0.9
O 0.792780 0.633118 -1.772810 1.4 0.1 -2.3
H 0.912610 -0.174672 -1.293930 -0.5 0.0 1.3
H 0.322930 1.376631 -1.420921 -0.2 -0.3 1.0
O 2.436779 -1.686633 -1.476756 0.5 0.5 -2.5
H 2.611654 -1.021407 -2.211288 -0.3 -0.6 1.4
H 2.508756 -2.491974 -2.040365 0.0 0.2 1.0
O 0.548552 -3.141427 -3.518802 0.6 -0.4 -1.6
H 0.805877 -2.346012 -3.086249 -0.2 0.9 0.7
H 0.056269 -3.682225 -2.927454 -0.6 -0.4 0.9

---

# 3
42
Properties=species:S:1:pos:R:3:forces:R:3 method="wB97M-V/def2-TZVPD" lumo_energy_ev=0.2 relative_energy_kcal_mol=113.20 mol_weight_da=241.28 max_force_ev_per_a=6.1 smiles="C=C/C(=C/C)NC.O.O.O.O.O.O.O.O" spin_multiplicity=1 total_energy_ha=-901.346857 orbital_gap_ev=8.9
C 1.021444 -0.634905 -1.790733 4.3 -3.1 -2.9
C 1.608485 -1.450137 -0.911876 -0.5 2.1 0.2
C 1.216611 -1.537530 0.500721 -0.5 -1.2 -1.2
C -0.077779 -1.754319 0.802430 -0.7 0.3 -1.1
C -0.444741 -2.395377 2.054902 -0.1 -2.1 3.0
N 2.330045 -1.767224 1.376737 -1.4 -0.1 -0.2
C 2.752731 -0.492195 1.976022 1.8 -2.4 2.8
H 1.368565 -0.617216 -2.865109 -0.3 -0.1 1.3
H 0.292959 0.009251 -1.630264 -3.5 2.6 1.2
H 2.545733 -1.936605 -1.104648 0.2 -0.5 -0.6
H -0.944266 -1.648796 0.037148 2.1 -0.1 1.2
H -0.247637 -3.523220 2.080561 -0.2 1.2 -0.8
H -1.537793 -2.384826 2.317068 1.1 0.5 0.0
H 0.263435 -2.156632 2.920791 -1.3 0.3 -0.9
H 3.015017 -2.394208 0.888973 -0.4 1.5 1.0
H 3.226840 0.198098 1.296566 -0.4 0.7 -0.3
H 3.588803 -0.863244 2.662858 -0.7 1.0 -0.7
H 2.015285 -0.086183 2.753302 0.7 -0.4 -1.7
O -1.249841 1.331835 0.374086 1.5 -2.6 0.4
H -1.100569 2.005160 1.016550 0.0 1.5 0.6
H -0.577243 0.650621 0.669515 -1.2 0.6 -0.7
O 2.054673 2.788280 0.393517 -3.0 -2.4 2.0
H 1.685769 1.836973 0.602036 1.1 2.8 -0.7
H 2.807000 2.638525 -0.118012 2.0 -0.4 -1.4
O -1.462148 -3.398109 -1.133300 1.0 -0.9 0.4
H -0.652716 -3.242889 -1.668129 -1.4 0.2 0.2
H -2.253430 -3.064740 -1.550254 0.3 0.4 -0.7
O -2.742006 1.945686 -1.651817 -2.1 1.6 -0.4
H -2.104624 1.504197 -1.121360 1.1 -0.5 1.2
H -3.231025 2.491922 -0.986839 0.5 -0.7 -0.9
O -0.984620 2.817078 -3.587755 -3.8 -0.8 -1.4
H -1.867328 2.687585 -3.084234 2.3 0.3 -0.7
H -0.320959 2.991327 -2.982043 1.8 0.5 2.0
O -1.071864 0.338725 3.641948 -1.1 -0.3 -1.1
H -1.523410 -0.182028 2.928549 0.6 0.7 1.0
H -0.205717 -0.052511 3.697128 0.4 -0.3 0.1
O -1.995501 -1.055872 -2.665245 2.4 -1.8 4.3
H -1.927971 -0.216579 -2.238754 -0.1 0.8 0.3
H -2.402661 -0.916415 -3.434614 -2.5 1.0 -4.8
O -0.508797 3.959855 0.100928 -1.4 1.2 2.1
H -0.783860 3.576392 -0.695436 -0.3 -0.8 -1.8
H 0.425110 4.000249 0.128085 1.6 -0.2 -0.2

---

# 4
43
Properties=species:S:1:pos:R:3:forces:R:3 method="wB97M-V/def2-TZVPD" lumo_energy_ev=0.2 relative_energy_kcal_mol=22.86 mol_weight_da=257.28 max_force_ev_per_a=2.4 smiles=Cc1cc[nH]c1C.O.O.O.O.O.O.O.O.O spin_multiplicity=1 total_energy_ha=-976.697281 orbital_gap_ev=8.3
C 0.217635 0.414111 -0.618838 -0.6 -0.3 1.2
C -1.077968 0.104955 0.096794 0.7 2.1 -0.6
C -1.358115 -0.957731 0.992324 -0.3 0.0 -1.3
C -2.728109 -1.147582 0.995359 1.2 0.5 -0.1
N -3.244054 -0.127605 0.228570 0.0 0.4 0.1
C -2.246798 0.713558 -0.288699 -0.8 -2.1 0.5
C -2.684183 1.805569 -1.229428 1.5 -0.4 1.4
H 0.051328 0.201539 -1.659591 0.2 -0.4 0.2
H 0.642744 1.395291 -0.627827 -0.4 1.1 0.4
H 1.000912 -0.142314 -0.143358 0.5 -0.7 -0.3
H -0.564449 -1.569275 1.363231 0.0 -0.5 0.5
H -3.229806 -1.986216 1.449824 -0.6 0.4 -0.1
H -4.193809 0.017399 -0.048388 -0.4 -0.3 0.3
H -2.234784 1.666115 -2.201468 -0.2 -0.2 -0.4
H -2.274467 2.771155 -0.841453 -1.0 -0.5 -0.5
H -3.752287 1.642529 -1.219139 -0.4 1.1 -0.5
O -0.605963 3.515912 1.066780 -0.6 0.8 -0.5
H -1.514687 3.557409 0.726930 0.2 -0.6 0.3
H -0.342921 4.425011 0.868408 0.5 -0.1 0.3
O 1.993213 0.119578 -2.588456 0.7 -0.2 0.2
H 1.141433 0.048913 -3.030612 0.2 0.1 -0.5
H 2.692020 0.365688 -3.201425 -0.3 -0.1 -0.3
O -1.425393 -0.590662 -2.990768 -0.1 -1.2 -0.1
H -1.053981 -1.264812 -2.389450 0.1 0.3 0.2
H -2.015798 -1.194528 -3.466731 0.0 0.5 -0.3
O 1.908496 -2.534893 -1.124410 -0.3 -0.9 -0.8
H 2.141868 -1.876470 -1.786905 0.0 0.5 0.3
H 1.796835 -2.097062 -0.280790 0.6 0.3 -0.1
O 3.771839 2.051289 1.685252 -0.2 -0.1 -0.1
H 3.619230 1.929085 0.739544 0.0 0.0 0.2
H 3.188275 1.403734 2.103399 0.1 0.1 0.0
O -0.477581 -3.544470 -1.726000 0.2 0.3 0.0
H 0.476004 -3.296290 -1.594569 -0.5 -0.1 0.0
H -0.837344 -3.496245 -0.834461 -0.1 0.0 0.0
O 1.720963 -0.977721 3.135032 -0.3 0.2 0.2
H 1.412679 -0.720914 4.009644 -0.1 -0.1 0.0
H 1.268239 -0.343082 2.548183 0.0 0.2 0.5
O 3.027095 -1.583515 1.054026 0.1 0.0 0.0
H 3.818268 -1.351675 1.560638 -0.4 -0.1 0.0
H 2.322506 -1.738461 1.711795 0.9 0.0 0.1
O 0.169459 1.231055 2.747649 -0.6 1.1 -0.6
H 0.243946 2.093986 2.282926 0.4 -0.4 0.3
H -0.762490 1.067641 2.526456 0.2 -0.5 0.2